{"formula": "CH2OPS2", "method": "ωB97M-V/def2-TZVPD", "species": ["C", "O", "P", "S", "S", "H", "H"], "coordinates": [[1.100282, 0.063138, -1.475206], [0.573279, -0.637068, -2.183676], [-0.488155, -0.117366, 0.817954], [2.399109, 0.820515, -1.017881], [-0.663589, -0.938883, 2.635728], [-1.156681, 1.146664, 1.069007], [-1.764245, -0.337001, 0.154075]], "forces_ev_per_a": [[2.42, 0.80, 1.40], [-3.05, -2.08, -2.08], [-1.71, 1.11, -0.46], [0.83, 1.29, 0.78], [0.25, -0.68, 0.70], [0.85, 0.20, -0.18], [0.41, -0.64, -0.15]], "total_charge": -1, "orbital_gap_ev": 6.063, "e_tot_ev": -34077.0938, "e_lumo_ev": 3.095, "homo_ev": -2.97}